{
  "formula": "C69H191N19O18",
  "method": "ωB97M-V/def2-TZVPD",
  "species": ["C", "C", "C", "O", "C", "N", "H", "H", "H", "H", "H", "H", "H", "H", "H", "H", "H", "C", "C", "C", "O", "C", "N", "H", "H", "H", "H", "H", "H", "H", "H", "H", "H", "H", "C", "C", "C", "O", "C", "N", "H", "H", "H", "H", "H", "H", "H", "H", "H", "H", "H", "C", "C", "C", "O", "C", "N", "H", "H", "H", "H", "H", "H", "H", "H", "H", "H", "H", "C", "C", "C", "O", "C", "N", "H", "H", "H", "H", "H", "H", "H", "H", "H", "H", "H", "C", "C", "C", "O", "C", "N", "H", "H", "H", "H", "H", "H", "H", "H", "H", "H", "H", "C", "C", "C", "O", "C", "N", "H", "H", "H", "H", "H", "H", "H", "H", "H", "H", "H", "C", "C", "C", "O", "C", "N", "H", "H", "H", "H", "H", "H", "H", "H", "H", "H", "H", "C", "C", "C", "O", "C", "N", "H", "H", "H", "H", "H", "H", "H", "H", "H", "H", "H", "C", "C", "C", "O", "C", "N", "H", "H", "H", "H", "H", "H", "H", "H", "H", "H", "H", "C", "C", "C", "O", "C", "N", "H", "H", "H", "H", "H", "H", "H", "H", "H", "H", "H", "C", "C", "C", "O", "C", "N", "H", "H", "H", "H", "H", "H", "H", "H", "H", "H", "H", "C", "C", "C", "O", "C", "N", "H", "H", "H", "H", "H", "H", "H", "H", "H", "H", "H", "C", "C", "C", "O", "C", "N", "H", "H", "H", "H", "H", "H", "H", "H", "H", "H", "H", "C", "C", "C", "O", "C", "N", "H", "H", "H", "H", "H", "H", "H", "H", "H", "H", "H", "C", "C", "C", "O", "C", "N", "H", "H", "H", "H", "H", "H", "H", "H", "H", "H", "H", "C", "C", "C", "O", "C", "N", "H", "H", "H", "H", "H", "H", "H", "H", "H", "H", "H", "C", "O", "N", "N", "H", "H", "H", "H"],
  "xyz": [[5.475521, -1.057073, -2.618370], [5.615065, -1.363773, -1.090080], [4.480913, -0.545035, -0.371102], [4.607005, -0.665306, 1.015175], [5.541704, 0.268396, 1.501062], [5.373493, -2.773123, -0.841292], [6.055457, -1.757932, -3.184937], [5.857374, -0.049112, -2.845933], [4.457004, -1.042501, -2.958815], [6.584672, -0.998640, -0.731475], [3.528173, -0.880491, -0.759277], [4.510635, 0.518905, -0.568989], [6.583983, 0.045130, 1.244499], [5.439163, 0.299864, 2.571449], [5.364173, 1.265790, 1.052489], [5.962340, -3.413361, -1.372965], [5.566362, -2.930124, 0.150216], [1.594756, 1.321279, 2.589242], [2.089623, 1.211753, 4.008622], [1.406549, 2.343613, 4.726334], [1.667304, 3.577696, 4.205879], [1.310058, 4.612437, 5.019715], [1.715285, -0.118194, 4.597837], [1.735855, 0.416342, 2.010891], [2.017957, 2.234474, 2.136220], [0.512706, 1.535719, 2.609726], [3.149218, 1.372365, 4.090050], [1.815429, 2.327338, 5.781402], [0.315110, 2.200499, 4.793609], [1.638365, 4.473988, 6.061500], [0.227533, 4.886002, 4.999530], [1.895141, 5.460213, 4.650789], [2.216044, -0.794657, 3.996052], [1.983892, -0.283422, 5.569798], [3.759256, -3.369446, 5.256980], [4.222338, -2.666370, 3.973815], [5.352361, -3.491228, 3.330711], [6.502430, -3.461888, 4.096130], [7.553858, -4.114224, 3.468011], [3.117160, -2.430342, 3.029349], [3.071320, -2.785163, 5.884740], [4.609567, -3.724993, 5.852230], [3.184721, -4.270756, 4.955305], [4.766158, -1.738323, 4.234884], [5.505157, -3.025366, 2.300622], [4.978752, -4.529415, 3.151821], [8.310665, -4.353778, 4.210156], [8.034113, -3.545335, 2.657887], [7.203714, -4.993013, 2.990145], [2.886738, -3.354900, 2.623179], [3.487122, -1.912846, 2.212587], [0.864771, -10.618738, 3.017177], [0.804900, -10.302768, 4.487048], [0.787491, -8.793329, 4.549359], [1.987078, -8.351658, 4.051945], [2.200329, -7.034155, 4.409975], [-0.478110, -10.722311, 5.179039], [1.643279, -10.039887, 2.478004], [-0.138419, -10.366103, 2.642689], [0.999458, -11.695698, 2.983533], [1.660644, -10.622274, 5.084883], [0.582303, -8.411403, 5.576278], [-0.024381, -8.352859, 3.959664], [1.372123, -6.367843, 4.143142], [3.112776, -6.711463, 3.953832], [2.368441, -6.935282, 5.493632], [-0.859648, -11.616934, 4.869789], [-0.310324, -10.870352, 6.149070], [-2.691231, -2.943049, -2.328107], [-2.035585, -4.211186, -1.869463], [-2.972162, -5.376167, -1.783059], [-3.818434, -5.054926, -0.743098], [-4.670613, -6.203221, -0.466158], [-0.954931, -4.676305, -2.774945], [-3.471486, -2.609840, -1.611290], [-3.151395, -3.112647, -3.302546], [-1.973451, -2.157078, -2.455783], [-1.623327, -4.021131, -0.891171], [-2.440080, -6.299594, -1.600158], [-3.549329, -5.486835, -2.747248], [-5.318636, -6.352143, -1.328201], [-5.345710, -5.990987, 0.357814], [-4.091004, -7.105281, -0.285054], [-1.426077, -4.838094, -3.630286], [-0.313976, -3.860100, -2.865157], [-5.425269, 4.669155, 5.795071], [-5.185987, 3.750084, 4.568704], [-3.887142, 3.025124, 4.865536], [-4.136735, 2.119660, 5.882137], [-2.933721, 1.818220, 6.589725], [-6.259056, 2.736119, 4.338493], [-5.334574, 4.151299, 6.749388], [-6.445408, 5.043095, 5.780412], [-4.686697, 5.511541, 5.737122], [-5.144348, 4.361846, 3.648386], [-3.183477, 3.850421, 5.204597], [-3.539941, 2.506770, 3.933172], [-3.125248, 1.044471, 7.344991], [-2.568522, 2.699582, 7.142402], [-2.133354, 1.465887, 5.906770], [-6.100946, 1.834089, 4.772225], [-7.181712, 3.048203, 4.572613], [8.663414, 5.852990, -1.812025], [7.344031, 6.696979, -1.770540], [6.165207, 5.825954, -2.080850], [6.137344, 4.852817, -1.027589], [5.257503, 3.800689, -1.389141], [7.202222, 7.438575, -0.495394], [9.444102, 6.586445, -1.603976], [8.747028, 5.392861, -2.774847], [8.579671, 5.109162, -0.997889], [7.435125, 7.546589, -2.491183], [6.266661, 5.286976, -3.028188], [5.193481, 6.383463, -2.153597], [4.181998, 4.126156, -1.490825], [5.265095, 3.022738, -0.601278], [5.553646, 3.320951, -2.361219], [6.967247, 6.842133, 0.283578], [6.406249, 8.060180, -0.534103], [0.990058, 4.182031, -4.675553], [1.665628, 4.948643, -3.516800], [2.605475, 5.916031, -4.155592], [3.621837, 5.250498, -4.826187], [4.459337, 6.155917, -5.564406], [0.676410, 5.530064, -2.623472], [1.706262, 3.975944, -5.474987], [0.231188, 4.883894, -5.060429], [0.447625, 3.306328, -4.427740], [2.258493, 4.316321, -2.885066], [3.082978, 6.522419, -3.357744], [2.062083, 6.663746, -4.754128], [5.253971, 5.462974, -5.756850], [4.814564, 6.898690, -4.817368], [4.051712, 6.591458, -6.496661], [1.162851, 6.117053, -1.945499], [-0.006042, 6.108368, -3.091595], [2.225795, -5.310256, -1.779307], [1.743402, -4.773312, -0.515510], [2.421735, -5.409736, 0.672958], [2.425525, -6.784943, 0.824095], [1.095076, -7.263555, 0.923175], [1.946397, -3.349452, -0.477311], [2.354555, -6.402087, -1.783463], [3.183132, -4.856691, -1.988129], [1.576462, -4.975922, -2.593375], [0.665749, -4.961811, -0.459110], [2.022144, -4.935020, 1.590325], [3.486910, -5.095215, 0.510530], [1.120176, -8.323132, 1.147748], [0.436329, -7.094378, 0.042964], [0.568175, -6.743110, 1.726759], [2.966544, -3.192471, -0.483370], [1.463200, -2.954192, 0.310178], [-0.768715, -4.428197, 3.080705], [-1.707407, -5.648962, 3.123892], [-1.921639, -5.959781, 4.587222], [-2.998194, -6.902724, 4.696043], [-3.351882, -6.923124, 6.056484], [-3.079990, -5.368081, 2.606191], [0.051213, -4.610684, 3.798430], [-1.417061, -3.633410, 3.406426], [-0.445455, -4.245018, 2.084072], [-1.305949, -6.533809, 2.593821], [-2.112981, -4.956401, 4.987273], [-1.047898, -6.413956, 5.098291], [-4.264907, -7.496799, 6.247030], [-3.530019, -5.883290, 6.308286], [-2.529377, -7.252821, 6.699902], [-3.107236, -4.663127, 1.897012], [-3.739107, -5.282500, 3.347018], [-1.875809, 8.712554, -2.343138], [-3.176641, 8.103653, -1.875469], [-2.856651, 6.661865, -1.595717], [-2.391255, 6.061077, -2.745709], [-2.515233, 4.667878, -2.550345], [-3.596542, 8.761336, -0.661086], [-1.923902, 9.787880, -2.430280], [-1.587149, 8.257391, -3.280163], [-1.180566, 8.467771, -1.569735], [-4.050848, 8.160926, -2.573827], [-3.748063, 6.154510, -1.128626], [-2.079601, 6.685282, -0.824273], [-2.054319, 4.120753, -3.382249], [-3.600511, 4.436725, -2.630768], [-2.096019, 4.343164, -1.608073], [-4.470983, 8.354760, -0.327887], [-2.864184, 8.636277, 0.035553], [2.558731, -3.022896, -4.870195], [2.194007, -2.061336, -5.908621], [3.130204, -0.842952, -5.833452], [2.800672, 0.049024, -4.731092], [3.581524, 1.186594, -4.851855], [2.325269, -2.757619, -7.241206], [2.928513, -2.510800, -3.992802], [3.472189, -3.552667, -5.282386], [1.791555, -3.793073, -4.658263], [1.171739, -1.582084, -5.928878], [3.075929, -0.225376, -6.719584], [4.116064, -1.329654, -5.653476], [4.625879, 1.074366, -4.546135], [3.182242, 1.975432, -4.238886], [3.609871, 1.545107, -5.902421], [1.622871, -2.489350, -7.895051], [2.302293, -3.751578, -7.053192], [-2.758252, 4.098906, -7.763659], [-3.255662, 3.147934, -6.704615], [-2.039210, 2.406375, -6.133565], [-1.646765, 1.496026, -7.138443], [-0.440609, 0.797075, -6.894290], [-3.984887, 3.816784, -5.616266], [-2.213613, 4.984650, -7.326353], [-3.563284, 4.469966, -8.379858], [-2.068502, 3.544219, -8.409674], [-3.875457, 2.334637, -7.168546], [-2.466563, 1.868666, -5.298777], [-1.219255, 3.053647, -5.820617], [-0.431251, 0.179357, -5.973742], [0.424305, 1.493897, -6.797099], [-0.259812, 0.205700, -7.834685], [-4.727645, 3.214848, -5.276458], [-4.511646, 4.545227, -6.109584], [-0.005915, 1.590588, -2.183224], [0.498631, 0.447803, -1.362574], [-0.393482, -0.006517, -0.293135], [0.307319, -1.020322, 0.432292], [-0.250553, -1.250390, 1.773688], [0.875359, -0.634990, -2.235951], [-1.064528, 1.466532, -2.428691], [0.463463, 1.571459, -3.164425], [0.120338, 2.529512, -1.678207], [1.354852, 0.849520, -0.750287], [-1.270417, -0.485883, -0.706132], [-0.701007, 0.797596, 0.356712], [-1.134911, -1.911990, 1.692108], [-0.617283, -0.314802, 2.185356], [0.548041, -1.710208, 2.337475], [1.647271, -0.514807, -2.886093], [1.121936, -1.484633, -1.721651], [-2.566616, 7.707479, 3.816288], [-1.412025, 7.172312, 2.938176], [-1.690531, 5.746294, 2.502638], [-0.580468, 5.283810, 1.781170], [-0.834623, 3.940515, 1.360337], [-1.270014, 8.068361, 1.797624], [-3.041964, 6.931283, 4.464066], [-3.347872, 8.177736, 3.192018], [-2.170542, 8.423485, 4.507034], [-0.506000, 7.164425, 3.550301], [-2.598901, 5.596709, 1.917135], [-1.775589, 5.229445, 3.502953], [-1.700275, 3.907250, 0.674675], [-1.067609, 3.254710, 2.203283], [0.043955, 3.521536, 0.865127], [-0.491883, 7.787563, 1.191411], [-1.067632, 8.981134, 2.192032], [-6.086794, -2.046901, -7.120269], [-5.294266, -0.837964, -6.636309], [-5.302119, -0.840559, -5.148346], [-4.821235, 0.410763, -4.594316], [-4.643344, 0.339632, -3.179613], [-3.937422, -0.840694, -7.132347], [-7.134033, -1.949898, -6.876446], [-5.625476, -2.944978, -6.688951], [-5.968293, -2.165703, -8.200103], [-5.855674, 0.093332, -6.845565], [-4.609173, -1.617208, -4.761275], [-6.342671, -0.990426, -4.787158], [-4.488281, 1.346407, -2.713090], [-3.770179, -0.260278, -2.904311], [-5.586240, -0.042476, -2.766968], [-3.404599, -0.172301, -6.593516], [-3.783592, -0.626475, -8.114250], [-4.965484, -1.831096, 1.038493], [-4.119149, -0.984257, 1.976362], [-4.835401, 0.300879, 2.204016], [-4.794665, 0.975874, 0.969674], [-5.509758, 2.193170, 1.069053], [-3.692625, -1.688881, 3.193554], [-5.797223, -2.220582, 1.632594], [-4.610877, -2.732935, 0.544293], [-5.408434, -1.241767, 0.238114], [-3.158736, -0.749862, 1.489975], [-4.379089, 0.915172, 2.979396], [-5.891955, 0.107081, 2.544237], [-6.502799, 2.066088, 1.533135], [-5.559243, 2.576219, 0.050864], [-4.910490, 2.927165, 1.618406], [-4.476147, -2.223181, 3.580060], [-3.116370, -2.449238, 2.817981], [-1.205746, -1.900577, 5.902205], [-0.241505, -2.248445, 6.528582], [-1.035547, -1.120510, 4.757095], [-2.573728, -2.373327, 6.140250], [-1.820634, -0.646197, 4.347999], [-0.107207, -0.708516, 4.578055], [-3.165288, -1.810552, 5.563333], [-2.883792, -2.545039, 7.054689]],
  "forces_ev_per_angstrom": [[0.8, 0.8, 1.3], [-1.4, 1.4, -1.4], [1.3, -0.6, -0.9], [-0.2, -0.2, 0.6], [0.2, 0.6, -0.3], [0.0, -0.2, 0.8], [0.3, -0.5, -0.5], [0.1, -0.3, 0.2], [-0.6, -0.4, 0.0], [0.1, -0.1, -0.1], [-0.4, -0.5, 0.4], [0.3, 0.4, -0.7], [-0.1, -0.4, 0.0], [0.0, 0.1, 0.4], [-0.2, -0.2, 0.4], [0.0, 0.4, 0.1], [-0.1, -0.3, -0.3], [-0.3, 0.5, -0.4], [-1.1, -0.4, 0.4], [0.0, -1.0, 3.1], [0.8, -0.1, -1.6], [0.0, 1.9, 0.6], [0.4, 0.7, -1.2], [0.4, 0.0, -0.4], [0.1, -0.6, -0.1], [0.2, -0.3, 0.0], [0.7, 0.2, -0.2], [-0.6, 0.0, -0.5], [0.0, -0.4, 0.0], [-0.2, -0.2, -0.1], [0.5, -0.4, 0.0], [-0.4, 0.2, 0.1], [-0.5, -0.1, 0.7], [0.1, 0.4, -0.3], [-0.6, -0.5, -0.3], [1.1, -0.2, 0.6], [-1.4, 0.4, -1.7], [-0.1, 0.4, 0.5], [1.0, 0.3, -0.1], [0.6, -0.5, -0.6], [0.3, 0.0, -0.2], [-0.1, 0.3, -0.1], [0.2, 0.3, 0.1], [-0.7, 0.1, -0.1], [0.2, -0.5, 0.9], [0.3, 0.3, 0.1], [0.0, 0.0, 0.0], [-0.2, 0.4, 0.2], [-0.3, -1.3, -0.3], [-0.2, 0.6, 0.4], [-0.2, -0.1, 0.6], [-0.5, -0.8, 0.3], [-1.4, 1.2, 1.2], [-1.1, 0.2, 1.1], [1.0, 0.3, -0.2], [0.4, 0.7, 0.7], [0.4, -0.3, -1.4], [-0.5, -0.6, 0.5], [0.3, -0.1, -0.3], [0.2, -0.2, -0.8], [0.2, -0.3, -0.4], [0.4, -0.3, -0.2], [-0.3, -0.3, -0.2], [0.0, -0.1, -0.2], [0.5, 0.3, -0.6], [-0.2, -0.1, 0.0], [0.3, 0.3, -0.4], [0.3, 0.1, 0.8], [-1.2, 0.1, 0.1], [1.1, -0.7, -0.8], [-0.4, 0.8, -0.8], [-1.9, -1.6, 1.4], [-0.1, 1.2, -0.4], [0.7, 1.6, 1.6], [0.4, -0.2, -0.4], [-0.2, 0.1, -0.1], [0.5, 0.5, 0.0], [0.4, -0.2, 0.5], [0.3, -0.4, 0.1], [0.4, 0.0, 0.5], [0.0, -0.2, -0.3], [0.4, 0.2, 0.3], [0.2, 0.0, 0.2], [0.0, -0.1, -1.4], [-0.5, -0.9, -0.4], [0.1, 0.5, -0.7], [-1.3, -0.6, 0.9], [0.3, 1.2, -1.4], [0.9, -0.7, 1.0], [0.2, -0.2, 0.2], [0.7, 0.2, -0.4], [0.3, -0.2, -0.1], [-0.1, 0.4, -0.1], [-0.8, -0.5, 0.2], [0.4, -0.2, 0.4], [-0.2, -1.1, -0.5], [0.3, 0.4, 0.7], [-0.2, 0.1, -0.4], [-0.1, 0.0, -0.3], [-0.4, 0.1, 0.3], [0.2, 0.4, 0.2], [-0.2, 0.3, 0.2], [-1.5, 1.3, 1.5], [0.8, 1.2, -0.1], [-0.7, -0.4, 0.3], [-1.0, -0.3, -0.8], [-0.7, -0.6, 0.0], [0.1, -0.3, 0.0], [0.3, -0.5, -0.1], [0.3, -0.3, -0.5], [0.4, 0.3, -0.5], [-0.1, -0.9, 0.0], [0.2, 0.1, -0.2], [0.6, -0.3, 0.3], [0.9, 0.0, 0.0], [0.2, 0.5, -0.3], [-0.1, 0.4, 0.7], [0.2, -0.6, 0.1], [0.0, 0.3, -0.3], [0.0, 1.5, 0.0], [-0.9, -0.8, -0.8], [0.3, 1.6, 1.2], [-0.3, 0.4, -1.2], [0.1, -0.8, 1.5], [0.5, 0.2, 0.3], [-0.1, -0.1, 0.2], [0.2, -0.1, -0.2], [-0.2, -0.9, 0.6], [0.5, -0.8, 0.2], [-0.1, 0.0, 0.0], [0.0, -0.3, -0.4], [0.9, 0.3, -0.8], [-0.1, 0.1, -0.8], [-0.2, -0.2, 0.7], [-0.3, -0.1, 0.0], [-0.2, 0.1, -0.2], [0.5, -0.6, -1.9], [-1.7, -0.3, 1.0], [1.6, 1.2, 0.3], [-0.8, -0.8, -0.6], [-0.6, 0.1, 0.0], [0.6, 0.0, -0.6], [-0.2, 0.3, 0.0], [0.7, 0.0, -0.1], [0.0, -0.4, 0.1], [-0.1, 0.1, 0.1], [0.1, 0.0, -0.1], [-0.5, -0.3, 0.6], [0.1, -0.1, 0.0], [0.8, -0.1, 0.0], [0.1, 0.0, 0.3], [-0.6, 0.4, 0.3], [0.2, 0.6, 0.2], [-0.8, -1.5, 0.7], [-0.7, -0.3, -0.3], [0.3, -1.0, -0.7], [0.5, 0.5, 0.4], [-0.3, 0.4, 0.3], [1.6, -0.7, -0.5], [-0.1, 0.5, -0.5], [0.3, 0.8, 0.3], [0.6, 0.3, -0.8], [-0.1, 0.4, 0.2], [-0.5, -0.3, 0.8], [-0.1, 0.5, -0.3], [0.3, -0.1, -0.3], [-0.4, 0.3, 0.6], [0.0, -0.3, -0.1], [-0.2, 0.4, -0.2], [-0.5, 0.3, 0.2], [-0.9, 0.3, -0.6], [-0.9, 0.1, -0.2], [-0.9, 0.5, 1.0], [0.2, -1.1, -0.2], [-0.9, -0.6, -1.5], [-0.3, 0.4, 0.4], [-0.1, 0.3, -0.1], [0.3, 0.0, -0.2], [0.9, -0.1, 0.4], [1.0, 0.1, 0.1], [0.5, 0.1, -0.6], [0.2, -0.3, 0.3], [0.1, 0.3, 0.2], [0.5, -0.2, 0.4], [0.2, -0.1, 0.3], [0.4, 0.1, 0.1], [-0.3, 0.0, 0.3], [0.9, -1.7, 0.5], [-1.7, 2.0, -2.6], [0.2, -0.9, 0.9], [-0.1, -1.5, -0.8], [0.6, 1.1, -0.6], [1.0, 0.5, 1.4], [-0.4, -0.1, 0.6], [-0.8, 0.3, 0.5], [0.4, 0.5, 0.1], [0.6, -0.9, 0.9], [0.3, -0.2, -0.5], [0.0, 0.9, -0.4], [0.1, -0.4, 0.0], [-0.4, 0.3, 0.3], [-0.1, 0.0, 0.4], [-0.5, 0.0, -0.3], [-0.2, 0.1, -0.4], [0.5, 0.7, 0.1], [0.5, -0.8, 0.1], [-1.2, -0.4, -0.2], [0.5, -0.4, 0.0], [0.7, 0.2, -0.8], [-0.5, 0.6, -1.0], [-0.5, -0.9, -0.3], [-0.3, 0.2, -0.3], [-0.1, 0.2, 0.1], [0.4, 0.6, 0.1], [0.4, -0.4, 0.8], [0.0, 0.2, 0.0], [-0.3, 0.1, -0.5], [-0.4, -0.2, 0.0], [-0.1, 0.2, 1.2], [0.2, -0.4, 0.2], [0.2, 0.1, 0.5], [-1.0, -0.2, -0.6], [2.5, 0.9, -0.1], [-0.6, -1.8, 0.4], [-0.5, 0.4, 1.7], [-0.3, -0.2, -2.1], [0.0, -1.7, 0.1], [-0.2, 0.0, 0.2], [0.4, 0.3, 0.1], [0.1, 0.7, 0.0], [0.0, -0.2, -0.6], [-0.7, 0.0, -0.3], [-0.1, 0.5, 0.3], [0.5, 0.1, 0.1], [0.3, 0.1, 0.3], [0.0, 0.0, 0.4], [-0.2, 0.8, 0.1], [-0.2, 0.2, 0.1], [-0.4, -0.8, -0.1], [-1.1, 0.1, -0.1], [0.6, 0.3, 1.5], [-0.1, -1.2, -0.2], [-0.1, -0.2, 0.0], [0.3, 0.1, -0.2], [0.4, 0.3, -0.6], [0.4, -0.3, 0.3], [0.1, 0.7, 0.3], [0.1, -0.3, 0.0], [-0.3, 0.3, 0.0], [-0.1, -0.2, -1.0], [0.3, 0.1, 0.1], [0.1, 0.5, -0.1], [0.0, 0.4, 0.0], [-0.3, 0.1, 0.5], [0.1, 0.1, -0.4], [1.0, -0.1, -0.4], [-0.7, 0.7, -0.4], [0.6, 0.2, 1.9], [0.2, 0.1, -0.4], [-0.5, 0.6, 0.0], [0.5, -0.1, 0.3], [-0.3, -0.2, 0.1], [-0.4, 0.1, 0.1], [-0.2, 0.1, 0.0], [0.1, -0.1, -0.6], [-0.6, 0.0, -0.2], [0.5, -0.2, -0.1], [-0.1, -0.6, -0.9], [-0.2, -0.3, 0.0], [0.4, -0.2, 0.4], [0.3, 0.1, -0.1], [-0.5, 0.0, 0.2], [-1.2, -0.5, -0.1], [1.2, -0.9, -0.8], [-0.6, 0.1, 0.4], [-0.7, 0.2, 0.4], [0.4, 0.2, -0.6], [-0.4, -0.6, -0.2], [-0.3, 0.1, 0.1], [1.0, 0.0, 0.2], [0.0, 0.3, 0.0], [-0.3, 0.3, -0.1], [0.2, 0.0, 0.2], [0.6, 0.2, -0.4], [0.4, 0.1, -0.2], [-0.4, 0.0, -0.1], [-0.2, 0.0, 0.4], [-0.1, 0.3, 0.0], [0.2, 0.2, 0.5], [-1.1, 0.0, -1.2], [0.3, -0.5, 1.1], [-0.7, -0.3, 0.8], [2.7, 1.2, -2.3], [-0.3, -0.2, -0.1], [-0.1, -0.3, 0.5], [-0.8, 0.1, -0.1], [0.0, -0.1, 1.3]],
  "total_energy_ev": -139808.30167,
  "total_charge": 0,
  "homo_lumo_gap_ev": 8.96,
  "e_homo_ev": -8.53,
  "spin_multiplicity": 1,
  "relative_energy_ev": 0.000,
  "lumo_energy_ha": 0.0156
}